(1)
Density functional theory data (ωB97M-V with the def2-TZVPD basis set) for 3 unconnected molecules or ions with the total composition C23H54N6O4S.

```
88
Properties=species:S:1:pos:R:3:lowdin_charge:R:1
H 2.686 0.322 1.083 0.0498
N 1.979 0.196 0.367 0.1320
C 2.311 -0.729 -0.450 -0.5487
N 3.469 -1.515 -0.355 0.1227
N 1.484 -1.131 -1.498 0.0409
C 0.456 -0.172 -1.932 -0.1943
C -0.728 -0.104 -0.986 -0.1948
C -1.688 1.050 -1.299 -0.1633
C -1.368 2.337 -0.507 -0.1076
C -0.578 3.400 -1.246 -0.2750
O -0.984 3.495 -2.607 -0.1462
S 0.251 3.697 -3.588 0.5904
O 0.431 5.091 -3.787 -0.2133
O 0.159 2.814 -4.687 -0.2108
O 1.367 3.139 -2.608 -0.1787
C 0.954 3.191 -1.230 -0.2824
C 1.754 4.165 -0.372 -0.1218
C 3.128 4.465 -0.969 -0.1873
C 4.015 3.217 -1.085 -0.1883
C 4.796 3.123 -2.412 -0.2727
N 4.872 1.773 -2.993 -0.0087
H 4.147 -1.123 0.280 0.0919
H 3.908 -1.703 -1.247 0.0889
H 2.079 -1.359 -2.285 0.1179
H 0.900 0.805 -2.141 0.0970
H 0.080 -0.540 -2.887 0.1280
H -1.278 -1.044 -1.077 0.1121
H -0.424 -0.034 0.053 0.0888
H -1.785 1.218 -2.370 0.1149
H -2.669 0.723 -0.954 0.1006
H -2.314 2.790 -0.214 0.1097
H -0.872 2.041 0.416 0.1272
H -0.761 4.347 -0.732 0.1492
H 1.127 2.192 -0.826 0.0986
H 1.903 3.666 0.588 0.1266
H 1.206 5.086 -0.169 0.1182
H 2.989 4.899 -1.958 0.1027
H 3.607 5.219 -0.346 0.1130
H 4.739 3.219 -0.269 0.1074
H 3.431 2.301 -0.984 0.0824
H 4.327 3.760 -3.160 0.1042
H 5.820 3.466 -2.278 0.1057
H 3.926 1.448 -3.159 0.0518
H 5.297 1.149 -2.317 0.0525
C 5.140 -6.503 3.288 -0.0927
C 3.874 -5.886 2.712 -0.2789
N 4.016 -5.499 1.322 -0.2010
C 2.962 -4.616 0.850 -0.2647
C 1.526 -5.152 0.827 -0.0796
C 4.415 -6.562 0.417 -0.2499
C 3.554 -7.830 0.371 -0.0822
H 5.999 -5.853 3.112 0.0785
H 5.030 -6.639 4.365 0.0713
H 5.354 -7.481 2.856 0.0632
H 3.641 -4.981 3.280 0.1166
H 3.033 -6.579 2.878 0.1030
H 3.226 -4.268 -0.148 0.0927
H 2.980 -3.722 1.479 0.0989
H 1.375 -5.890 0.039 0.0550
H 0.836 -4.329 0.632 0.0676
H 1.241 -5.601 1.780 0.0662
H 5.437 -6.857 0.671 0.1011
H 4.485 -6.136 -0.587 0.1124
H 3.371 -8.234 1.368 0.0647
H 4.073 -8.602 -0.201 0.0713
H 2.592 -7.661 -0.110 0.0536
C -5.939 4.060 -0.232 -0.0894
C -6.194 2.605 0.130 -0.2796
N -5.875 2.293 1.509 -0.2025
C -5.782 0.869 1.778 -0.2528
C -7.042 0.014 1.602 -0.0845
C -6.568 3.091 2.505 -0.2477
C -8.100 3.118 2.466 -0.0816
H -4.925 4.356 0.040 0.0730
H -6.053 4.195 -1.308 0.0737
H -6.638 4.741 0.256 0.0649
H -5.553 1.992 -0.511 0.1126
H -7.232 2.350 -0.136 0.1039
H -5.402 0.740 2.795 0.1108
H -5.003 0.467 1.122 0.1027
H -7.777 0.202 2.384 0.0549
H -6.777 -1.043 1.656 0.0703
H -7.516 0.183 0.634 0.0667
H -6.210 4.121 2.420 0.1021
H -6.237 2.756 3.491 0.1134
H -8.478 3.348 1.469 0.0651
H -8.468 3.895 3.139 0.0718
H -8.542 2.176 2.788 0.0539
```

Computed properties:
LUMO: 0.4 eV
Structure (SMILES): [H]/N=C(\N)NCCCC[C@@H]1OS(=O)(=O)O[C@H]1CCCCN.CCN(CC)CC.CCN(CC)CC
Maximum force: 1.35 eV/A
Orbital gap: 8.49 eV
ΔE to the lowest compared entry with this formula, charge and spin: 6.6 kcal per mole
Net charge: 0
E_HOMO: -8.1 eV


(2)
Density functional theory data (ωB97M-V with the def2-TZVPD basis set) for C6H10O in the gas phase.

```
17
Properties=species:S:1:pos:R:3:lowdin_charge:R:1
O 1.252 -0.505 1.445 -0.0320
C 1.267 -0.444 0.016 -0.3903
C 1.078 0.972 -0.479 -0.0631
C -0.123 1.536 -0.359 -0.0896
C -1.263 0.783 0.280 -0.1842
C -1.259 -0.738 -0.027 -0.1756
C 0.104 -1.308 -0.464 -0.1511
H 1.716 0.277 1.767 0.0949
H 2.215 -0.858 -0.361 0.1354
H 1.919 1.503 -0.922 0.1020
H -0.293 2.560 -0.690 0.1005
H -2.223 1.222 -0.014 0.1027
H -1.185 0.919 1.367 0.1123
H -1.598 -1.267 0.867 0.1050
H -2.001 -0.948 -0.806 0.1030
H 0.228 -2.320 -0.063 0.1137
H 0.167 -1.384 -1.556 0.1162
```

Computed properties:
LUMO: 0.9 eV
Structure (SMILES): O[C@@H]1C=CCCC1
Maximum force: 0.34 eV/A
Orbital gap: 10.40 eV
ΔE to the lowest compared entry with this formula, charge and spin: 5.6 kcal per mole
Net charge: 0
E_HOMO: -9.5 eV


(3)
Density functional theory data (ωB97M-V with the def2-TZVPD basis set) for C6H14N2O2 in the gas phase.

```
24
Properties=species:S:1:pos:R:3:lowdin_charge:R:1
C -1.666 0.702 -1.531 -0.1196
N -0.332 0.388 -1.057 -0.0340
C -0.172 -0.942 0.032 -0.4510
C 0.074 -2.201 -0.766 -0.0179
N -1.219 -1.048 0.948 0.1143
C 1.107 -0.422 0.692 -0.2661
O 0.996 -0.587 2.085 -0.0178
C 1.255 1.015 0.078 -0.4592
C 1.072 2.129 1.094 -0.0074
O 2.080 1.141 -0.844 -0.0202
H -1.986 -0.017 -2.295 0.0768
H -1.682 1.704 -1.967 0.0812
H -2.377 0.700 -0.703 0.0644
H 0.284 0.365 -1.863 0.1044
H -0.853 -2.549 -1.220 0.0809
H 0.460 -2.959 -0.083 0.0951
H 0.844 -1.978 -1.506 0.0916
H -1.473 -0.155 1.353 0.0971
H -2.012 -1.590 0.635 0.0990
H 2.001 -0.980 0.390 0.1571
H 0.440 0.098 2.479 0.0785
H 1.839 2.016 1.861 0.0934
H 0.095 2.078 1.576 0.0731
H 1.225 3.091 0.609 0.0863
```

Computed properties:
LUMO: 0.6 eV
Structure (SMILES): CN[C@](C)(N)[C@H](O)C(C)=O
Maximum force: 3.08 eV/A
Orbital gap: 9.21 eV
ΔE to the lowest compared entry with this formula, charge and spin: 74.5 kcal per mole
Net charge: 0
E_HOMO: -8.6 eV


(4)
Density functional theory data (ωB97M-V with the def2-TZVPD basis set) for C18H28O4S2 in the gas phase.

```
52
Properties=species:S:1:pos:R:3:lowdin_charge:R:1
C 1.102 3.215 -3.779 -0.1068
C 0.081 4.243 -3.305 -0.2649
C -0.944 3.653 -2.333 -0.2709
C -0.319 3.239 -1.013 -0.3327
H 0.412 2.444 -1.140 0.0545
H 0.143 4.092 -0.516 0.1087
S -1.632 2.612 0.130 0.9362
O -2.204 3.796 0.775 -0.5307
C -0.424 1.884 1.356 -0.2439
C -0.263 0.410 1.039 -0.4160
C 0.978 -0.192 1.689 -0.2266
H 1.200 0.293 2.638 0.0970
H 0.863 -1.262 1.848 0.0937
S 2.452 0.054 0.568 0.9503
O 2.096 1.191 -0.294 -0.5334
C 2.174 -1.450 -0.471 -0.3072
C 2.875 -2.651 0.143 -0.2607
C 4.352 -2.751 -0.238 -0.2668
C 5.186 -1.576 0.257 -0.1295
H 5.084 -1.460 1.334 0.0716
H 6.236 -1.743 0.029 0.0721
H 4.879 -0.648 -0.219 0.0459
H 4.754 -3.676 0.182 0.1060
H 4.436 -2.821 -1.325 0.1087
H 2.368 -3.561 -0.187 0.1155
H 2.787 -2.606 1.232 0.1046
H 1.101 -1.613 -0.557 0.0668
H 2.577 -1.209 -1.453 0.1016
H -0.193 0.270 -0.049 0.1326
O -1.453 -0.245 1.488 0.0133
C -1.760 -1.417 0.916 -0.4237
O -1.056 -1.953 0.090 0.1094
C -3.036 -1.973 1.413 -0.1233
C -3.394 -3.262 1.024 -0.0117
C -4.581 -3.813 1.467 -0.0721
C -5.417 -3.081 2.295 -0.0763
C -5.067 -1.795 2.680 -0.0696
C -3.880 -1.238 2.243 -0.0078
H -3.603 -0.236 2.531 0.1190
H -5.723 -1.227 3.321 0.1056
H -6.346 -3.511 2.640 0.1041
H -4.858 -4.813 1.166 0.1046
H -2.729 -3.812 0.376 0.1182
H 0.528 2.403 1.282 0.0921
H -0.856 2.017 2.346 0.1075
H -1.424 2.786 -2.795 0.1102
H -1.720 4.397 -2.133 0.1084
H -0.451 4.645 -4.170 0.1040
H 0.598 5.073 -2.819 0.1078
H 1.777 3.663 -4.504 0.0685
H 1.695 2.841 -2.948 0.0615
H 0.601 2.373 -4.252 0.0747
```

Computed properties:
LUMO: 0.3 eV
Maximum force: 1.81 eV/A
Orbital gap: 9.02 eV
ΔE to the lowest compared entry with this formula, charge and spin: 2.2 kcal per mole
Net charge: 0
E_HOMO: -8.7 eV


(5)
Density functional theory data (ωB97M-V with the def2-TZVPD basis set) for C4H6N2O in the gas phase.

```
13
Properties=species:S:1:pos:R:3:lowdin_charge:R:1
H -2.484 -1.057 -0.416 0.0848
N -2.351 -0.069 0.174 0.0503
C -0.998 0.118 -0.166 -0.3918
N -0.642 1.425 0.248 0.0148
O 0.633 1.532 -0.124 -0.0979
C 1.333 0.343 -0.212 -0.2743
C 0.993 -0.606 0.727 -0.1128
C 0.173 -0.741 -0.604 -0.0508
H -1.250 2.008 -0.303 0.1438
H 2.419 0.317 -0.652 0.1927
H 0.109 -0.362 1.573 0.1941
H 1.988 -1.275 0.816 0.1669
H 0.078 -1.634 -1.062 0.0801
```

Computed properties:
LUMO: 0.7 eV
Structure (SMILES): [H]/N=C1/NO[C@H]2C[C@@H]12
Maximum force: 7.78 eV/A
Orbital gap: 9.10 eV
ΔE to the lowest compared entry with this formula, charge and spin: 163.0 kcal per mole
Net charge: 0
E_HOMO: -8.4 eV


(6)
Density functional theory data (ωB97M-V with the def2-TZVPD basis set) for 13 unconnected molecules or ions with the total composition H27O13.

```
40
Properties=species:S:1:pos:R:3:lowdin_charge:R:1
O -0.127 -1.937 0.066 -0.0366
H -3.412 0.440 -1.928 0.0974
H -1.744 -1.489 2.947 0.1167
O -2.889 -1.868 -0.244 0.0255
H -4.188 1.468 -0.907 0.1186
H 3.743 1.950 0.827 0.0476
O -2.310 2.062 2.203 0.0217
H -2.215 -2.439 -0.315 -0.0334
O 4.261 1.132 1.017 0.0490
H -1.487 -2.203 1.510 0.0243
H 4.203 0.956 1.821 -0.0981
O -1.318 -1.469 2.061 -0.0584
H 0.360 -2.666 -0.127 0.0333
H -1.122 0.245 -2.116 0.1106
O -0.212 0.300 -1.572 -0.0916
H 1.343 -1.338 1.975 0.1366
H 0.166 1.115 -1.345 -0.0021
O 1.089 -0.364 1.876 -0.0265
H -1.794 0.267 1.363 0.2382
H 1.874 0.155 1.560 0.0945
O -2.077 -1.276 -2.945 -0.0342
H -2.606 -1.049 -3.856 0.1795
H -0.048 -0.104 1.027 0.0729
O 2.542 1.103 -1.911 -0.0804
H 4.061 -2.245 -0.431 0.0042
H 1.730 1.627 -2.305 0.1122
O 2.400 3.166 -0.092 -0.0759
H 2.521 2.677 -0.877 -0.0400
H 1.470 3.252 0.364 0.1220
O -3.614 0.604 -0.904 -0.1222
H -1.904 -2.136 -2.973 -0.0259
H 0.459 -1.204 -0.248 0.0671
O 3.351 -1.822 -0.075 0.0261
H 2.538 0.153 -1.971 0.0322
H -1.480 -0.285 0.220 0.0525
O -0.914 0.446 0.607 -0.0361
H -1.879 1.881 3.065 0.0902
H -2.604 -1.090 -0.659 -0.0563
H 3.594 -1.066 0.390 -0.0268
H -3.044 2.522 2.288 -0.0285
```

Computed properties:
LUMO: -2.9 eV
Maximum force: 11.60 eV/A
Orbital gap: 11.25 eV
ΔE to the lowest compared entry with this formula, charge and spin: 156.3 kcal per mole
Net charge: +1
E_HOMO: -14.2 eV


(7)
Density functional theory data (ωB97M-V with the def2-TZVPD basis set) for a gas-phase ion, C10H20N3 (charge +1).

```
33
Properties=species:S:1:pos:R:3:lowdin_charge:R:1
C -0.293 1.516 1.620 0.1357
C -0.090 1.475 0.319 -0.3010
C 0.967 2.152 -0.442 -0.1204
C 1.205 1.278 -1.702 -0.0829
C 0.328 -0.065 -1.549 -0.1817
C 1.008 -1.209 -0.773 -0.0898
N 1.229 -0.808 0.643 -0.0106
C 1.080 -1.872 1.532 -0.1645
N -0.064 -1.961 2.150 -0.0164
N -0.506 -3.109 2.647 0.0573
C -0.844 0.560 -0.698 -0.4689
C -1.526 1.517 -1.711 0.0105
C -1.812 -0.413 -0.181 -0.0445
H -1.173 0.909 1.814 0.1017
H 0.299 2.010 2.265 0.0717
H 1.922 2.340 0.093 0.1411
H 0.713 3.130 -0.755 0.1152
H 0.672 1.822 -2.524 0.1240
H 2.152 1.013 -2.003 0.0855
H 0.133 -0.462 -2.506 0.1354
H 0.539 -2.183 -0.850 0.1349
H 2.012 -1.415 -1.175 0.1365
H 2.098 -0.274 0.775 0.1804
H 0.561 0.208 0.827 0.1483
H 1.881 -2.551 1.350 0.1355
H 0.236 -3.725 2.959 0.1112
H -1.212 -2.959 3.348 0.1068
H -1.030 2.427 -1.730 0.0635
H -2.453 1.682 -1.162 0.0989
H -1.713 0.952 -2.560 0.0885
H -2.695 0.198 0.116 0.1059
H -1.382 -0.925 0.689 0.0537
H -2.239 -1.259 -0.827 0.1384
```

Computed properties:
LUMO: -2.7 eV
Structure (SMILES): C=C1CC[C@@H](C[NH2+]/C=N/N)C1(C)C
Maximum force: 4.34 eV/A
Orbital gap: 10.28 eV
ΔE to the lowest compared entry with this formula, charge and spin: 106.9 kcal per mole
Net charge: +1
E_HOMO: -13.0 eV


(8)
Density functional theory data (ωB97M-V with the def2-TZVPD basis set) for a molecular structure, CH5INP.

```
9
Properties=species:S:1:pos:R:3:lowdin_charge:R:1
C 0.914 -0.921 0.013 -0.6558
N -0.458 0.144 0.918 -0.4248
P -1.108 1.391 -0.004 0.6912
I 2.638 0.213 -0.041 0.7560
H 0.788 -1.873 0.643 0.0487
H 0.491 -0.848 -1.030 0.0020
H -0.046 0.547 1.708 -0.0521
H -0.041 1.601 -0.724 -0.2064
H -1.634 0.623 -0.935 -0.1588
```

Computed properties:
LUMO: 0.3 eV
Maximum force: 4.70 eV/A
Orbital gap: 9.19 eV
ΔE to the lowest compared entry with this formula, charge and spin: 87.0 kcal per mole
Net charge: 0
E_HOMO: -8.9 eV